# C17H22HgINO2

A structure of composition C17H22HgINO2 in a non-equilibrium geometry (wB97M-V/def2-TZVPD, the OMol25 dataset).

Calculated values
HOMO energy	-13.4792	eV
Kohn-Sham gap	1.385	eV
electronic energy	-35822.234	eV

ORCA input file:
```
! RIJCOSX wB97M-V def2-TZVPD def2/J DEFGRID3
* xyz 2 1
C 4.868 -2.190 1.498
C 3.721 -1.609 0.546
C 4.126 -0.281 -0.211
C 3.240 0.047 -1.474
C 1.734 -0.434 -1.383
C 0.705 0.493 -2.183
C -0.506 0.786 -1.251
C -1.884 0.344 -1.527
C -2.981 0.667 -0.560
C -4.465 0.240 -0.830
C -4.908 -0.660 0.423
C -6.285 -1.383 0.116
I -6.783 -2.532 1.895
C -2.742 1.415 0.736
C -1.394 1.858 0.999
C -0.317 1.557 0.012
C 0.939 2.227 0.649
O 2.112 2.043 0.493
N 0.487 3.213 1.647
C -0.756 2.639 2.194
O -1.165 2.711 3.305
H 5.233 -3.162 1.019
H 4.370 -2.494 2.459
H 5.719 -1.448 1.699
H 3.363 -2.415 -0.150
H 2.838 -1.355 1.202
H 5.186 -0.417 -0.584
H 4.173 0.535 0.555
H 3.724 -0.418 -2.378
H 3.249 1.158 -1.652
H 1.416 -0.496 -0.311
H 1.675 -1.476 -1.801
H 1.159 1.432 -2.587
H 0.307 -0.134 -3.030
H -2.131 -0.213 -2.461
H -5.047 1.201 -0.907
H -4.503 -0.326 -1.798
H -5.009 0.036 1.303
H -4.089 -1.391 0.645
H -6.108 -2.044 -0.776
H -7.068 -0.606 -0.075
H -3.539 1.664 1.470
H 0.183 4.068 1.151
Hg 7.153 -2.849 1.913
*
```

Table of Löwdin atomic charges, one value per atom, all in e:
1 C -0.25
2 C -0.20
3 C -0.20
4 C -0.19
5 C -0.18
6 C -0.11
7 C -0.09
8 C 0.08
9 C -0.09
10 C -0.13
11 C -0.31
12 C -0.60
13 I 0.93
14 C 0.10
15 C -0.02
16 C 0.06
17 C -0.32
18 O 0.16
19 N 0.15
20 C -0.35
21 O 0.19
22 H 0.02
23 H 0.09
24 H -0.01
25 H 0.12
26 H 0.12
27 H 0.12
28 H 0.11
29 H 0.12
30 H 0.11
31 H 0.10
32 H 0.12
33 H 0.14
34 H 0.12
35 H 0.13
36 H 0.15
37 H 0.13
38 H 0.10
39 H 0.11
40 H 0.07
41 H 0.07
42 H 0.14
43 H 0.17
44 Hg 1.03

# C4H3GaLiO2

A structure of composition C4H3GaLiO2 in a non-equilibrium geometry (wB97M-V/def2-TZVPD, the OMol25 dataset).

Calculated values
HOMO energy (spin up / spin down)	-22.0003 / -21.9983	eV
energy above the lowest of the compared OMol25 structures with the same formula, charge and spin	0.00	kcal/mol
Kohn-Sham gap (spin up / spin down)	6.721 / 5.307	eV
electronic energy	-60832.130	eV

ORCA input file:
```
! RIJCOSX wB97M-V def2-TZVPD def2/J DEFGRID3
* xyz 3 1
H -3.673 -2.002 2.590
C 1.302 -0.792 0.274
C 0.277 0.186 0.661
C -1.003 -0.117 0.472
C -2.150 -0.713 0.520
O -3.205 -1.153 0.217
O 2.487 -0.505 0.143
Ga 3.656 0.494 0.448
H 0.963 -1.806 0.003
H 0.617 1.179 0.978
Li -4.708 -2.147 1.129
*
```

Table of Löwdin atomic charges, one value per atom, all in e:
1 H 0.17
2 C -0.01
3 C 0.04
4 C 0.15
5 C -0.05
6 O 0.14
7 O -0.01
8 Ga 1.37
9 H 0.20
10 H 0.15
11 Li 0.84

# C20H36AuN4OSSi2

A structure of composition C20H36AuN4OSSi2 in a non-equilibrium geometry (wB97M-V/def2-TZVPD, the OMol25 dataset).

Calculated values
HOMO energy	-11.5855	eV
Kohn-Sham gap	5.961	eV
electronic energy	-59608.087	eV

ORCA input file:
```
! RIJCOSX wB97M-V def2-TZVPD def2/J DEFGRID3
* xyz 1 1
Au -0.472 0.622 -0.757
C 1.369 -0.795 2.181
Si 2.375 -0.155 0.758
C 2.563 -1.378 -0.627
C 4.027 0.440 1.394
C 1.477 1.433 0.103
C 0.638 2.107 1.120
C 1.003 2.905 2.188
C -0.023 3.415 2.969
C -1.352 3.110 2.671
C -1.626 2.288 1.600
N -0.618 1.809 0.862
Si 2.154 2.548 -1.330
C 3.564 3.512 -0.573
C 0.798 3.741 -1.790
C 2.747 1.510 -2.744
H 1.761 -1.764 2.502
H 0.310 -0.919 1.945
H 1.437 -0.117 3.037
H 2.826 -2.352 -0.206
H 3.358 -1.090 -1.318
H 1.638 -1.493 -1.198
H 4.587 -0.436 1.732
H 3.919 1.116 2.246
H 4.622 0.941 0.632
H 2.043 3.134 2.381
H 0.206 4.053 3.812
H -2.163 3.495 3.271
H -2.628 1.987 1.330
H 3.231 4.126 0.267
H 3.956 4.181 -1.343
H 4.382 2.879 -0.233
H 0.431 4.283 -0.913
H -0.052 3.248 -2.266
H 1.189 4.478 -2.495
H 3.736 1.091 -2.546
H 2.825 2.129 -3.641
H 2.075 0.684 -2.956
N 1.402 0.361 -6.596
C 0.662 0.212 -5.724
N -0.225 0.064 -4.763
C -0.291 -0.174 -3.570
N -0.459 -0.451 -2.413
C -2.953 -3.997 2.862
C -2.523 -4.537 1.498
C -1.268 -3.881 0.925
S -1.437 -2.192 0.282
O -2.075 -1.321 1.332
C -2.689 -2.529 -1.014
C -4.035 -1.887 -0.698
C -4.029 -0.376 -0.925
H -3.859 -4.499 3.199
H -3.144 -2.927 2.823
H -2.174 -4.175 3.607
H -3.346 -4.462 0.785
H -2.299 -5.602 1.596
H -0.873 -4.432 0.067
H -0.486 -3.805 1.683
H -2.752 -3.610 -1.130
H -2.269 -2.112 -1.930
H -4.318 -2.103 0.333
H -4.781 -2.349 -1.347
H -3.396 0.115 -0.180
H -5.033 0.038 -0.839
H -3.656 -0.135 -1.925
*
```

Table of Löwdin atomic charges, one value per atom, all in e:
1 Au 1.12
2 C -0.16
3 Si 0.47
4 C -0.16
5 C -0.15
6 C -0.24
7 C -0.42
8 C 0.01
9 C 0.00
10 C -0.01
11 C -0.05
12 N -0.06
13 Si 0.46
14 C -0.15
15 C -0.17
16 C -0.15
17 H 0.05
18 H -0.01
19 H 0.05
20 H 0.05
21 H 0.04
22 H 0.00
23 H 0.05
24 H 0.04
25 H 0.02
26 H 0.13
27 H 0.13
28 H 0.12
29 H 0.13
30 H 0.04
31 H 0.05
32 H 0.02
33 H 0.04
34 H 0.02
35 H 0.05
36 H 0.05
37 H 0.06
38 H 0.00
39 N 0.14
40 C -0.34
41 N 0.14
42 C -0.34
43 N -0.06
44 C -0.10
45 C -0.27
46 C -0.34
47 S 0.84
48 O -0.56
49 C -0.33
50 C -0.28
51 C -0.11
52 H 0.08
53 H 0.06
54 H 0.08
55 H 0.10
56 H 0.11
57 H 0.10
58 H 0.09
59 H 0.08
60 H 0.05
61 H 0.10
62 H 0.12
63 H 0.02
64 H 0.08
65 H 0.07

# C21H16F4N6O3

The molecule C21H16F4N6O3 in a non-equilibrium geometry (wB97M-V/def2-TZVPD, the OMol25 dataset).

Calculated values
structure (SMILES)	O=C(Nc1ccc(Oc2ccnc(NC(=O)C3CC3)c2)c(F)c1)Nc1cc(C(F)(F)F)ncn1
HOMO energy	-8.6249	eV
Kohn-Sham gap	8.199	eV
electronic energy	-47989.389	eV

ORCA input file:
```
! RIJCOSX wB97M-V def2-TZVPD def2/J DEFGRID3
* xyz 0 1
O -3.449 2.781 0.199
O 1.630 -3.146 -1.984
F 2.828 2.290 0.998
F -3.737 -0.840 6.267
F -2.199 0.413 7.406
F -1.718 -0.443 5.506
N -4.431 3.583 4.255
N 2.760 -0.651 -5.077
N -3.730 2.489 6.239
O 2.532 1.794 -1.703
C -3.192 2.455 1.312
C 2.060 -3.465 -3.098
C -4.256 3.543 5.599
C 2.880 0.696 -5.152
C -3.946 2.572 3.557
C 2.511 -1.186 -3.893
C -3.315 1.409 5.543
C -3.424 1.491 4.194
C 2.809 1.536 -4.046
C 2.477 -0.443 -2.717
C 0.158 1.402 -1.345
C -0.954 1.428 -0.486
C 0.468 2.100 1.326
C 1.580 2.021 0.495
C 2.595 0.953 -2.798
C 1.432 1.699 -0.860
C -0.821 1.839 0.829
N -4.158 2.659 2.221
N 2.388 -2.552 -4.067
N -1.938 1.972 1.644
C -2.764 0.130 6.197
C 3.518 -5.684 -2.985
C 2.162 -5.970 -2.294
C 2.235 -4.950 -3.426
H -4.480 4.493 6.112
H 3.049 1.166 -6.116
H -3.139 0.648 3.578
H 2.913 2.595 -4.120
H 2.355 -0.867 -1.692
H -0.058 1.188 -2.386
H -1.971 1.215 -0.849
H 0.622 2.413 2.338
H -4.828 3.374 1.985
H 2.558 -2.880 -5.008
H -1.761 2.014 2.656
H 3.973 -6.442 -3.644
H 4.271 -5.042 -2.485
H 2.009 -5.628 -1.290
H 1.702 -6.951 -2.545
H 1.796 -5.223 -4.392
*
```

Table of Löwdin atomic charges, one value per atom, all in e:
1 O 0.10
2 O 0.06
3 F 0.07
4 F 0.13
5 F 0.13
6 F 0.11
7 N 0.15
8 N 0.10
9 N 0.14
10 O 0.04
11 C -0.54
12 C -0.40
13 C -0.13
14 C -0.11
15 C -0.33
16 C -0.30
17 C -0.14
18 C 0.02
19 C 0.00
20 C 0.08
21 C 0.03
22 C 0.00
23 C 0.07
24 C -0.17
25 C -0.25
26 C -0.18
27 C -0.24
28 N 0.17
29 N 0.14
30 N 0.14
31 C -0.47
32 C -0.09
33 C -0.10
34 C -0.21
35 H 0.12
36 H 0.11
37 H 0.14
38 H 0.11
39 H 0.14
40 H 0.13
41 H 0.12
42 H 0.12
43 H 0.17
44 H 0.15
45 H 0.13
46 H 0.10
47 H 0.11
48 H 0.09
49 H 0.11
50 H 0.13

# C3H9NO2

A cluster of 2 separate species, C3H9NO2 in total in a non-equilibrium geometry (wB97M-V/def2-TZVPD, the OMol25 dataset).

Calculated values
structure (SMILES)	CC(=O)O.CN
HOMO energy	-9.5371	eV
energy above the lowest of the compared OMol25 structures with the same formula, charge and spin	34.81	kcal/mol
Kohn-Sham gap	10.395	eV
electronic energy	-8841.446	eV

ORCA input file:
```
! RIJCOSX wB97M-V def2-TZVPD def2/J DEFGRID3
* xyz 0 1
C -0.864 0.046 -2.656
N 0.148 0.606 -1.727
H -0.198 1.542 -1.535
H 2.445 0.384 1.328
H 1.027 0.755 -2.210
H -1.858 0.511 -2.664
H -1.081 -0.973 -2.308
H -0.678 -0.125 -3.720
C -0.263 -0.926 2.436
C 0.556 0.229 1.901
O 1.782 -0.284 1.425
O 0.407 1.405 1.912
H -1.176 -0.429 2.791
H 0.134 -1.147 3.427
H -0.381 -1.594 1.600
*
```

Table of Löwdin atomic charges, one value per atom, all in e:
1 C -0.20
2 N -0.05
3 H 0.05
4 H 0.09
5 H 0.05
6 H 0.06
7 H 0.05
8 H 0.06
9 C 0.01
10 C -0.54
11 O 0.04
12 O 0.10
13 H 0.09
14 H 0.09
15 H 0.09

# C10H13ClN2

The molecule C10H13ClN2 in a non-equilibrium geometry (wB97M-V/def2-TZVPD, the OMol25 dataset).

Calculated values
structure (SMILES)	Clc1ccccc1N1CCNCC1
HOMO energy	-7.7266	eV
energy above the lowest of the compared OMol25 structures with the same formula, charge and spin	16.89	kcal/mol
Kohn-Sham gap	8.528	eV
electronic energy	-26082.784	eV

ORCA input file:
```
! RIJCOSX wB97M-V def2-TZVPD def2/J DEFGRID3
* xyz 0 1
C -1.987 0.986 -0.160
C -3.345 0.740 0.045
C -3.747 -0.587 0.231
C -2.808 -1.636 0.173
C -1.476 -1.389 -0.144
C -0.999 -0.014 -0.191
C 1.241 -0.821 -0.764
C 2.601 -0.174 -1.060
C 2.222 0.749 1.176
C 0.975 1.301 0.505
H -4.062 1.544 0.133
H -4.801 -0.885 0.385
H -3.167 -2.667 0.303
H -0.800 -2.227 -0.295
H 1.364 -1.588 0.008
H 0.831 -1.225 -1.705
H 3.317 -0.875 -1.513
H 2.454 0.611 -1.833
H 3.856 -0.230 0.516
H 1.952 -0.169 1.761
H 2.688 1.472 1.856
H 1.314 2.115 -0.170
H 0.345 1.650 1.334
N 0.353 0.210 -0.252
N 3.225 0.406 0.142
Cl -1.547 2.703 -0.480
*
```

Table of Löwdin atomic charges, one value per atom, all in e:
1 C -0.53
2 C -0.12
3 C -0.11
4 C -0.10
5 C -0.01
6 C -0.24
7 C -0.17
8 C -0.20
9 C -0.21
10 C -0.20
11 H 0.10
12 H 0.11
13 H 0.10
14 H 0.09
15 H 0.12
16 H 0.13
17 H 0.12
18 H 0.12
19 H 0.07
20 H 0.12
21 H 0.11
22 H 0.11
23 H 0.12
24 N -0.12
25 N -0.06
26 Cl 0.64

# C23H47Br2N6O2PSi2

A structure of composition C23H47Br2N6O2PSi2 in a non-equilibrium geometry (wB97M-V/def2-TZVPD, the OMol25 dataset).

Calculated values
HOMO energy	-8.4504	eV
Kohn-Sham gap	8.713	eV
electronic energy	-202774.127	eV

ORCA input file:
```
! RIJCOSX wB97M-V def2-TZVPD def2/J DEFGRID3
* xyz 0 1
C 6.385 1.443 -1.651
C 6.462 -0.058 -2.277
Br 6.177 0.089 -4.268
C 5.485 -1.183 -1.607
Br 5.214 -1.008 0.378
Si 3.804 -1.444 -2.591
O 2.512 -1.993 -1.478
Si 1.382 -0.687 -1.166
P -0.112 -0.335 -2.732
N -0.364 1.447 -2.807
O -1.673 -0.948 -2.184
H 6.132 2.179 -2.555
H 7.481 1.744 -1.300
H 5.561 1.630 -0.845
H 7.578 -0.442 -2.114
H 6.050 -2.227 -1.746
H 3.995 -2.584 -3.522
H 3.408 -0.252 -3.343
H 2.058 0.601 -0.926
H 0.686 -1.020 0.086
H -1.151 1.692 -3.465
H -0.679 1.712 -1.842
H -1.912 -0.475 -1.324
C -2.949 1.469 3.624
C -2.684 1.972 2.209
C -2.932 0.905 1.141
C -2.007 -0.278 1.375
N -1.239 -1.260 1.568
H -2.276 0.648 3.894
H -2.787 2.272 4.350
H -3.981 1.117 3.729
H -1.648 2.328 2.147
H -3.332 2.833 2.011
H -2.742 1.319 0.145
H -3.971 0.562 1.174
C 1.282 -4.432 -4.547
C 1.547 -3.928 -5.963
C 1.299 -4.996 -7.030
C 2.224 -6.179 -6.797
N 2.992 -7.161 -6.604
H 1.955 -5.252 -4.278
H 1.444 -3.628 -3.822
H 0.250 -4.784 -4.443
H 2.583 -3.573 -6.025
H 0.899 -3.067 -6.160
H 1.489 -4.582 -8.026
H 0.260 -5.339 -6.998
C -0.839 -4.138 2.038
C -0.613 -5.602 2.402
C -1.752 -6.190 3.237
C -1.884 -5.420 4.541
N -1.993 -4.781 5.623
H -0.886 -3.502 2.928
H -0.015 -3.769 1.418
H -1.772 -4.013 1.475
H 0.333 -5.688 2.951
H -0.506 -6.185 1.481
H -1.550 -7.242 3.460
H -2.699 -6.135 2.689
C -4.718 5.823 0.862
C -4.453 6.327 -0.554
C -4.701 5.260 -1.621
C -3.776 4.076 -1.388
N -3.008 3.095 -1.195
H -4.045 5.003 1.131
H -4.556 6.627 1.587
H -5.750 5.472 0.966
H -3.417 6.683 -0.616
H -5.101 7.188 -0.751
H -4.511 5.673 -2.617
H -5.740 4.916 -1.589
C 1.372 3.102 3.872
C 1.386 3.727 5.264
C 0.136 3.392 6.080
C -1.099 3.917 5.367
N -2.123 4.353 4.775
H 0.539 3.478 3.269
H 2.295 3.344 3.337
H 1.289 2.011 3.933
H 1.484 4.815 5.163
H 2.272 3.373 5.803
H 0.201 3.851 7.072
H 0.043 2.308 6.212
*
```

Table of Löwdin atomic charges, one value per atom, all in e:
1 C -0.19
2 C -0.75
3 Br 0.61
4 C -0.80
5 Br 0.59
6 Si 0.46
7 O -0.54
8 Si 0.32
9 P 0.66
10 N -0.26
11 O -0.43
12 H 0.06
13 H 0.10
14 H 0.06
15 H 0.11
16 H 0.09
17 H -0.02
18 H -0.04
19 H -0.05
20 H -0.07
21 H 0.03
22 H -0.01
23 H 0.01
24 C -0.12
25 C -0.27
26 C -0.20
27 C -0.13
28 N 0.14
29 H 0.07
30 H 0.02
31 H 0.08
32 H 0.10
33 H 0.09
34 H 0.04
35 H 0.12
36 C -0.11
37 C -0.28
38 C -0.20
39 C -0.17
40 N 0.10
41 H 0.07
42 H 0.05
43 H 0.08
44 H 0.11
45 H 0.11
46 H 0.11
47 H 0.11
48 C -0.16
49 C -0.28
50 C -0.20
51 C -0.17
52 N 0.09
53 H 0.05
54 H 0.06
55 H 0.07
56 H 0.11
57 H 0.11
58 H 0.11
59 H 0.11
60 C -0.11
61 C -0.27
62 C -0.18
63 C -0.11
64 N 0.13
65 H 0.05
66 H 0.08
67 H 0.08
68 H 0.11
69 H 0.11
70 H 0.12
71 H 0.12
72 C -0.11
73 C -0.28
74 C -0.18
75 C -0.15
76 N 0.12
77 H 0.06
78 H 0.07
79 H 0.08
80 H 0.11
81 H 0.11
82 H 0.11
83 H 0.12

# C24H38Cl3NO4SbScSi3

A structure of composition C24H38Cl3NO4SbScSi3 in a non-equilibrium geometry (wB97M-V/def2-TZVPD, the OMol25 dataset).

Calculated values
HOMO energy	-7.4902	eV
energy above the lowest of the compared OMol25 structures with the same formula, charge and spin	24.94	kcal/mol
Kohn-Sham gap	7.189	eV
electronic energy	-123630.128	eV

ORCA input file:
```
! RIJCOSX wB97M-V def2-TZVPD def2/J DEFGRID3
* xyz 0 1
Sc 1.004 -1.466 0.374
O 1.988 -5.027 2.177
C 1.961 -3.891 1.783
O 0.906 -3.197 1.406
C 3.238 -3.070 1.645
C 4.537 -3.515 1.789
C 5.560 -2.616 1.506
C 5.274 -1.320 1.079
C 3.947 -0.964 0.968
N 2.988 -1.827 1.266
C 3.378 0.338 0.431
O 4.090 1.268 0.132
O 2.075 0.281 0.341
H 4.725 -4.535 2.093
H 6.591 -2.933 1.596
H 6.048 -0.611 0.817
C 1.301 3.385 -1.078
Si 0.337 3.028 0.472
C 1.425 3.071 1.976
C -0.932 4.384 0.704
Sb -0.832 0.780 -0.050
Si -3.290 1.476 -0.379
C -4.340 -0.058 -0.066
C -3.386 2.044 -2.162
C -4.051 2.854 0.627
Si -1.102 0.065 2.456
C -1.996 -1.558 2.708
C 0.550 -0.179 3.315
C -2.083 1.356 3.375
H 1.711 4.399 -1.046
H 0.654 3.302 -1.956
H 2.129 2.679 -1.188
H 1.906 4.055 1.994
H 2.207 2.315 1.953
H 0.842 2.967 2.895
H -0.425 5.270 1.104
H -1.731 4.116 1.394
H -1.387 4.662 -0.252
H -3.745 -0.904 0.283
H -4.861 -0.363 -0.977
H -5.092 0.156 0.700
H -2.704 1.512 -2.828
H -3.143 3.111 -2.217
H -4.405 1.913 -2.541
H -3.909 2.758 1.704
H -5.128 2.814 0.425
H -3.686 3.835 0.323
H -1.396 -2.419 2.407
H -2.958 -1.613 2.193
H -2.182 -1.647 3.784
H 1.062 -1.094 3.011
H 0.326 -0.309 4.379
H 1.243 0.653 3.200
H -3.121 1.329 3.035
H -1.701 2.369 3.231
H -2.072 1.128 4.446
Cl -1.373 -2.855 -0.508
C -2.613 -2.760 -1.794
Cl -2.589 -1.334 -2.809
H -3.568 -2.803 -1.287
H -2.447 -3.629 -2.417
Cl -0.319 -0.184 -6.762
C 0.313 -0.814 -5.261
C 0.022 -2.111 -4.883
C 0.519 -2.598 -3.681
C 1.324 -1.822 -2.844
C 1.833 -2.340 -1.551
C 1.604 -0.518 -3.266
C 1.105 -0.011 -4.456
H -0.592 -2.733 -5.522
H 0.299 -3.621 -3.392
H 2.900 -2.125 -1.445
H 1.692 -3.420 -1.477
H 2.218 0.119 -2.637
H 1.327 1.003 -4.762
*
```

Table of Löwdin atomic charges, one value per atom, all in e:
1 Sc 0.65
2 O 0.11
3 C -0.54
4 O -0.19
5 C -0.15
6 C 0.04
7 C -0.01
8 C 0.04
9 C -0.15
10 N 0.07
11 C -0.56
12 O 0.10
13 O -0.26
14 H 0.13
15 H 0.11
16 H 0.13
17 C -0.22
18 Si 0.32
19 C -0.20
20 C -0.22
21 Sb 0.93
22 Si 0.30
23 C -0.23
24 C -0.25
25 C -0.22
26 Si 0.30
27 C -0.22
28 C -0.20
29 C -0.21
30 H 0.04
31 H 0.03
32 H 0.02
33 H 0.05
34 H 0.01
35 H 0.03
36 H 0.04
37 H 0.00
38 H 0.03
39 H -0.02
40 H 0.02
41 H 0.04
42 H -0.01
43 H 0.03
44 H 0.04
45 H 0.01
46 H 0.04
47 H 0.02
48 H 0.00
49 H 0.02
50 H 0.05
51 H 0.01
52 H 0.05
53 H 0.02
54 H 0.02
55 H 0.02
56 H 0.04
57 Cl 0.63
58 C -0.91
59 Cl 0.63
60 H 0.02
61 H 0.03
62 Cl 0.63
63 C -0.69
64 C -0.15
65 C -0.09
66 C -0.33
67 C -0.19
68 C -0.05
69 C -0.11
70 H 0.10
71 H 0.11
72 H 0.06
73 H 0.05
74 H 0.11
75 H 0.10